# 1
# C35H56BGaN8O2

A structure of composition C35H56BGaN8O2 (ωB97M-V with the def2-TZVPD basis set, OMol25).

Structure (XYZ):
```
103
Properties=species:S:1:pos:R:3:lowdin_charge:R:1
H -1.000 -2.147 -2.700 0.0819
C -0.005 4.460 1.134 -0.3407
N 1.311 0.199 1.125 0.0698
C -3.991 0.316 2.317 -0.0613
H 4.773 1.028 -2.127 0.0909
H -0.969 -2.101 3.814 0.0832
C 3.835 3.047 -0.517 -0.0695
H 1.028 5.851 -0.174 0.0837
H 1.176 4.160 -0.676 0.0535
H 2.586 -1.703 3.421 0.1195
H -0.338 5.015 -0.933 0.0902
C 4.674 0.447 2.310 -0.0566
C -1.056 -1.169 -3.812 -0.0643
C 1.214 -4.258 2.184 -0.0524
H 1.821 2.322 0.632 0.0777
H 5.429 1.181 2.599 0.0825
C -1.640 -4.278 -3.018 -0.0421
H 3.121 3.644 0.045 0.0476
O -2.362 -1.891 0.639 0.0095
C -0.281 -2.944 3.731 -0.0470
C -4.971 2.129 0.880 -0.0658
H 1.428 -1.797 -4.451 0.0877
H 0.666 4.169 3.175 0.0844
H -3.952 1.002 3.166 0.0868
H -2.140 0.934 -2.611 0.0187
C 0.499 4.898 -0.244 -0.0381
C -1.355 -3.448 -1.972 -0.3240
H -0.814 -3.857 4.004 0.0775
C 2.041 -1.242 2.613 0.0329
C -2.968 -2.504 -4.087 -0.0978
H 3.164 1.912 1.928 0.0802
H -0.564 -3.194 1.643 0.0648
N 0.515 -0.911 1.002 0.1218
H -2.684 -4.477 -4.955 0.0878
H 4.291 1.742 -3.664 0.0667
H -4.673 -3.873 1.132 0.0956
C -2.167 3.089 1.251 0.0561
C -0.912 -3.956 -0.648 -0.1081
H -1.242 -5.284 -2.997 0.0932
H 0.685 -5.182 2.428 0.0799
H 1.613 -4.350 1.173 0.0792
C 1.730 1.311 -3.312 0.0157
C 0.276 -3.053 2.306 -0.3776
C -2.700 -3.071 0.808 -0.4676
H 5.397 2.614 -2.600 0.0783
C 4.519 1.966 -2.625 -0.0650
N 0.368 0.375 -1.820 0.1134
H -3.872 -2.497 -4.691 0.1085
C 3.342 2.645 -1.902 -0.3295
H 4.826 -0.451 2.913 0.0794
N -2.045 -4.113 0.274 0.1075
H -2.502 -5.010 0.298 0.1554
H 3.777 2.140 4.305 0.0816
H -4.245 -2.491 2.155 0.0662
C 0.945 -1.768 1.933 -0.2480
H -4.953 -0.203 2.350 0.0768
C 0.644 0.456 -3.125 -0.2167
N 1.255 1.206 -1.179 0.0763
H -0.407 0.571 -4.960 0.1444
H 4.737 3.650 -0.639 0.0866
C 3.268 1.011 2.525 -0.3633
H 1.504 5.461 2.309 0.0820
H -4.878 2.693 -0.048 0.0881
H 0.501 -1.505 -5.924 0.0834
H -4.966 2.829 1.719 0.0762
N -0.360 1.984 0.624 0.1027
H -5.938 1.622 0.881 0.0787
H -0.434 -4.931 -0.743 0.1333
C 3.046 1.392 3.991 -0.0508
O -2.227 0.719 -1.675 -0.2330
C -3.848 1.104 1.011 -0.3590
H -1.534 -1.936 -4.240 -0.0453
H -3.189 -0.412 2.413 0.0538
C 2.117 1.753 -2.071 -0.1669
Ga -1.217 -0.522 -0.610 0.5862
H -0.737 5.207 1.457 0.1320
C 2.236 0.013 2.086 -0.1859
H 4.836 0.177 1.265 0.0786
N -1.410 1.131 0.570 0.0691
H 2.046 1.804 4.139 0.0799
H 0.524 -2.798 4.453 0.0783
H 2.058 -4.162 2.869 0.0785
C -0.045 -0.219 -4.280 -0.3299
H -3.903 0.447 0.139 0.1198
H 1.794 -0.382 -5.458 0.0652
C -0.807 3.191 1.034 -0.1769
H 2.179 1.562 -4.257 0.1144
C -2.503 1.765 0.968 -0.2400
H -3.578 -4.101 2.491 0.0889
C -3.871 -3.406 1.706 0.0391
C -2.429 -3.786 -4.164 -0.0893
H -2.823 3.877 1.577 0.1135
N -1.772 -2.123 -1.899 -0.0171
H -0.188 -3.291 -0.176 0.0971
H -3.211 -0.843 -2.574 0.0951
H 3.152 0.521 4.640 0.0785
H 4.106 2.169 0.070 0.0684
C 1.084 4.457 2.209 -0.0491
H 3.113 3.566 -2.449 0.1413
H 1.903 3.779 1.983 0.0440
B 1.073 1.482 0.307 -0.5063
C 0.993 -1.019 -5.081 -0.0584
C -2.545 -1.531 -3.041 -0.2162
```

## Properties
- LUMO energy (eV) = 0.4129
- net charge = 0
- spin multiplicity = 1

---

# 2
# C35H56ClNO44S11

A cluster of 11 separate species, C35H56ClNO44S11 in total (ωB97M-V with the def2-TZVPD basis set, OMol25).

Structure (XYZ):
```
148
Properties=species:S:1:pos:R:3:lowdin_charge:R:1
O 6.514 0.188 3.277 -0.1873
O 9.381 4.489 -5.115 -0.1797
H -7.305 -7.904 2.302 0.1201
H 10.409 5.555 -6.534 0.1316
H -8.037 4.067 -0.251 0.1357
O -5.872 6.489 -1.006 -0.2186
C -0.948 4.134 0.830 -0.2286
H -7.204 2.516 0.019 0.1375
C 1.493 0.475 3.781 -0.2610
H -1.217 -4.771 3.844 0.1330
H -13.377 3.610 -5.020 0.1381
C 0.286 3.352 1.355 -0.1048
H -2.690 -5.233 2.957 0.1306
H -4.417 -8.626 1.573 0.1348
H 6.569 -2.975 2.382 0.1322
H 10.748 -6.198 1.712 0.1371
H -8.813 -10.379 -2.214 0.1340
H -6.281 2.518 -2.230 0.1381
O -9.576 3.380 -3.110 -0.2357
S 0.344 -6.318 1.861 0.6221
C 0.329 -0.664 5.862 -0.1123
C -2.347 0.527 4.909 -0.1646
H 1.657 7.727 -5.835 0.1357
C 6.980 -1.979 2.526 -0.1892
C 9.065 6.793 -5.368 -0.1563
H 4.534 2.987 -4.692 0.1399
O 1.439 -6.468 2.757 -0.2276
O -1.034 -6.464 2.695 -0.1951
O 9.536 -5.360 5.663 -0.2068
O 5.286 3.599 -0.670 -0.2388
H -0.723 1.772 6.788 0.0661
S 4.704 6.654 -6.918 0.6651
H -11.915 4.620 -4.910 0.1356
O -10.076 -11.221 0.754 -0.2140
H 3.866 3.450 0.927 0.0784
H -1.183 -3.267 1.937 0.1082
H -2.961 1.464 4.837 0.1164
O 10.539 -3.839 3.994 -0.1852
O 0.205 -4.754 1.484 -0.1873
O -10.802 -9.315 -0.629 -0.1854
S 5.917 2.721 -1.599 0.6315
C 2.742 7.801 -5.888 -0.1710
C 0.389 1.751 6.969 -0.5759
H 9.704 -4.767 1.535 0.1337
O -4.340 -5.658 0.384 -0.2253
C -1.605 -5.168 2.903 -0.1664
C 10.081 5.672 -5.498 -0.1724
H -1.447 3.156 -0.947 0.0723
H 5.837 1.807 -4.411 0.1389
O 8.132 0.899 1.562 -0.2118
H 0.566 -0.153 8.006 0.1089
H -7.942 3.123 -2.495 0.0752
H 9.328 7.664 -5.967 0.1366
O 4.588 5.882 -8.107 -0.2058
H 3.742 1.491 2.621 0.0988
H -5.905 -8.027 3.396 0.1388
H 3.894 0.690 -3.448 0.1357
C -11.582 2.699 -5.854 -0.1639
O -4.127 4.791 -1.564 -0.2400
H 0.879 2.358 6.162 0.0814
C -8.719 -9.431 -1.680 -0.1639
O -6.801 -5.616 -0.066 -0.2223
H -1.581 4.550 1.664 0.1248
O 6.877 -1.210 1.322 -0.1810
C -0.991 0.782 4.159 -0.1371
H -5.896 -9.540 1.183 0.1322
S -5.651 -6.198 0.537 0.6269
H 1.123 -1.428 5.643 0.1211
S 9.265 -4.737 4.416 0.6373
C -1.067 1.704 2.897 -0.2499
C 1.620 3.765 0.874 -0.0063
H 3.125 8.205 -4.948 0.1342
H -0.606 -1.203 6.141 0.1127
H 6.516 -1.434 4.580 0.1361
C -1.143 -4.334 1.728 -0.1651
C 0.910 0.267 7.019 -0.2211
H -1.732 -4.550 0.833 0.1263
O 4.950 1.444 -1.826 -0.1935
S -3.239 -0.737 3.872 0.7404
O -11.978 3.058 -3.581 -0.1801
H 10.949 5.825 -4.859 0.1340
H 1.646 4.622 0.152 0.1089
H 8.940 7.093 -4.324 0.1361
C 0.259 2.245 2.318 -0.0130
C 0.182 0.230 4.584 -0.0979
C -5.480 -8.545 1.330 -0.1675
H -12.129 1.766 -6.011 0.1354
H -3.811 -0.072 2.808 0.0936
H -2.209 0.167 5.953 0.1044
H -0.636 5.025 0.203 0.1120
O 7.247 2.252 -1.430 -0.2072
H -2.742 3.835 -0.114 0.0378
Cl 0.671 2.663 8.531 0.4961
O -10.564 1.087 -3.146 -0.2024
H -11.419 3.188 -6.814 0.1379
O -2.178 -1.600 3.321 -0.3781
O 3.322 6.510 -6.087 -0.1861
C 3.205 8.630 -7.072 -0.1714
N -1.854 3.325 -0.026 -0.0080
O 8.087 -3.971 4.179 -0.2284
S -10.497 2.421 -3.630 0.6506
O -4.263 -1.454 4.629 -0.3729
C -12.299 3.598 -4.866 -0.1657
H -10.558 -8.726 -2.610 0.1368
O -8.426 -9.718 -0.310 -0.2041
H 5.137 -1.326 3.459 0.1269
O 7.830 6.229 -5.817 -0.2650
O 5.777 3.360 -3.073 -0.2693
O 0.221 -7.084 0.667 -0.2286
C -6.990 3.316 -1.991 -0.1752
C 11.294 -4.516 2.986 -0.1663
O 7.505 3.917 -6.623 -0.2116
O 4.553 8.216 -7.307 -0.1838
H -9.890 -7.635 -1.372 0.1360
H 8.036 -2.058 2.787 0.1126
O 7.077 4.488 -4.227 -0.2111
C 6.215 -1.183 3.564 -0.1574
O -9.782 -8.878 1.571 -0.2248
O 9.393 -5.848 3.251 -0.1824
S 7.805 4.656 -5.443 0.6635
C 10.284 -5.368 2.241 -0.1669
C 4.187 1.644 -3.013 -0.1665
C -7.150 3.475 -0.494 -0.1586
O 5.802 6.520 -6.018 -0.2303
H 11.789 -3.798 2.334 0.1378
C -10.036 -8.680 -1.656 -0.1640
C 2.842 2.027 2.256 0.0336
H 12.046 -5.135 3.481 0.1344
O -5.995 4.206 -0.069 -0.1913
O -5.934 -6.387 2.117 -0.1859
O -2.170 1.954 2.455 0.0721
C -6.225 -7.761 2.390 -0.1595
O -6.425 4.557 -2.432 -0.1804
C 1.516 1.626 2.748 -0.0517
C 2.865 3.136 1.293 -0.0170
O 5.684 0.933 1.073 -0.2303
O 2.479 -0.219 3.917 0.0955
S 6.825 0.358 1.700 0.6287
H 2.028 0.300 6.972 0.1164
S -5.476 5.150 -1.271 0.6282
H 2.620 8.403 -7.967 0.1334
C 5.093 2.447 -3.929 -0.1604
O -10.332 2.386 -5.234 -0.1798
H 3.161 9.699 -6.873 0.1354
H 3.290 2.213 -2.748 0.1309
H -7.917 -8.843 -2.125 0.1379
O -5.603 -7.765 0.138 -0.1943
S -9.807 -9.845 0.526 0.6253
```

## Properties
- LUMO energy (eV) = -0.9258
- net charge = 0
- spin multiplicity = 1
- SMILES = NCc1cccc2c1C(=O)C(C[SH](=O)=O)=C(CCCCl)C2=O.O=S1(=O)OCCO1.O=S1(=O)OCCO1.O=S1(=O)OCCO1.O=S1(=O)OCCO1.O=S1(=O)OCCO1.O=S1(=O)OCCO1.O=S1(=O)OCCO1.O=S1(=O)OCCO1.O=S1(=O)OCCO1.O=S1(=O)OCCO1

---

Quick rundown of total energy, same order as above: -3905.295294; -9572.454226 hartree
Quick rundown of strongest force on any atom, same order as above: 5.9; 3.5 eV Å⁻¹